This record from OMol25 describes a molecular structure, C46H93BN2NbO13 at a distorted geometry. The level of theory is ωB97M-V with the def2-TZVPD basis set.

Last column: Löwdin charge in e.
Element x y z (Å)
1 C -2.822 4.511 0.200  -0.10
2 C -1.311 4.706 0.457  -0.23
3 C -0.847 3.764 1.594  -0.22
4 C 0.595 3.308 1.423  -0.19
5 C 0.987 2.092 2.288  -0.19
6 C 1.455 0.866 1.482  -0.29
7 C 0.996 -0.493 2.053  -0.36
8 Nb -1.086 -1.323 1.722  1.65
9 C -0.711 -2.868 3.382  -0.31
10 C -2.108 0.248 3.053  -0.32
11 C -1.691 0.107 4.533  -0.31
12 C -1.849 1.454 5.288  -0.20
13 C -0.888 1.509 6.499  -0.18
14 C 0.456 2.064 6.080  -0.25
15 O 0.304 3.371 5.546  -0.20
16 C 1.560 3.989 5.379  -0.12
17 C -3.096 -2.368 1.426  -0.36
18 C -2.955 -3.890 1.181  -0.30
19 C -3.871 -4.773 2.056  -0.22
20 N -4.906 -5.499 1.283  -0.07
21 C -4.499 -6.870 0.947  -0.19
22 C -3.561 -6.829 -0.236  -0.18
23 C -2.202 -7.063 -0.065  -0.04
24 C -1.330 -6.993 -1.149  -0.09
25 C -1.851 -6.685 -2.396  -0.09
26 C -3.205 -6.442 -2.585  -0.02
27 C -4.063 -6.508 -1.497  -0.29
28 O -5.395 -6.217 -1.630  0.03
29 B -1.573 -0.103 -0.236  -0.60
30 O -1.401 1.300 -0.334  0.01
31 N -2.131 -0.750 -1.449  -0.15
32 C -2.537 0.224 -2.471  -0.13
33 C -1.163 -1.715 -2.045  -0.12
34 H -3.330 5.453 -0.018  0.05
35 H -2.990 3.813 -0.615  0.06
36 H -3.314 4.083 1.074  0.07
37 H -0.805 4.401 -0.457  0.09
38 H -1.117 5.745 0.715  0.06
39 H -1.529 2.918 1.576  0.07
40 H -0.993 4.255 2.559  0.11
41 H 0.805 3.130 0.368  0.08
42 H 1.227 4.156 1.707  0.11
43 H 1.831 2.432 2.889  0.07
44 H 0.201 1.831 2.997  0.08
45 H 1.280 0.996 0.413  0.06
46 H 2.549 0.887 1.571  0.09
47 H 1.152 -0.443 3.141  0.02
48 H 1.710 -1.248 1.705  0.03
49 H -0.346 -2.547 0.548  -0.05
50 H -0.462 -3.840 2.944  -0.04
51 H 0.183 -2.552 3.926  -0.04
52 H -1.567 -3.012 4.044  -0.02
53 H -3.178 0.029 2.991  0.03
54 H -1.999 1.268 2.683  0.01
55 H -2.396 -0.593 4.979  0.09
56 H -0.669 -0.255 4.650  0.06
57 H -2.890 1.570 5.581  0.11
58 H -1.560 2.231 4.585  0.08
59 H -0.753 0.486 6.848  0.11
60 H -1.319 2.136 7.279  0.10
61 H 0.901 1.423 5.311  0.12
62 H 1.114 2.120 6.956  0.12
63 H 2.257 3.300 4.893  0.07
64 H 1.957 4.313 6.347  0.08
65 H 1.435 4.842 4.718  0.09
66 H -3.691 -2.183 2.327  0.02
67 H -3.615 -1.900 0.589  0.02
68 H -3.263 -4.078 0.153  0.09
69 H -1.933 -4.231 1.312  0.04
70 H -3.223 -5.510 2.550  0.10
71 H -4.335 -4.190 2.848  0.10
72 H -5.704 -5.586 1.904  0.10
73 H -5.392 -7.419 0.642  0.12
74 H -4.031 -7.403 1.780  0.11
75 H -1.823 -7.286 0.923  0.11
76 H -0.274 -7.158 -1.003  0.09
77 H -1.183 -6.607 -3.245  0.09
78 H -3.598 -6.167 -3.553  0.11
79 H -5.638 -5.708 -0.840  0.09
80 H -0.708 1.459 -0.985  0.07
81 H -3.162 1.005 -2.052  0.07
82 H -1.682 0.654 -3.012  0.07
83 H -3.135 -0.297 -3.228  0.08
84 H -1.128 -1.507 -3.113  0.06
85 H -1.563 -2.727 -1.961  0.07
86 H -0.177 -1.650 -1.609  0.04
87 O 1.450 -1.076 -3.815  0.10
88 C 1.897 0.035 -3.774  -0.52
89 O 1.821 0.701 -2.604  0.00
90 C 2.444 1.962 -2.353  -0.23
91 C 1.586 3.119 -2.823  -0.06
92 C 2.463 0.722 -4.996  0.02
93 H 3.448 1.987 -2.781  0.11
94 H 2.562 2.007 -1.271  0.11
95 H 1.429 3.092 -3.903  0.07
96 H 2.054 4.069 -2.565  0.08
97 H 0.603 3.075 -2.350  0.07
98 H 1.636 1.130 -5.577  0.09
99 H 2.982 -0.027 -5.590  0.09
100 H 3.170 1.517 -4.773  0.07
101 O -0.676 7.797 0.766  0.10
102 C -1.320 8.532 1.458  -0.51
103 O -0.674 9.399 2.270  0.00
104 C -1.346 10.412 3.015  -0.25
105 C -1.891 9.886 4.327  -0.07
106 C -2.828 8.451 1.499  0.02
107 H -2.118 10.889 2.409  0.11
108 H -0.588 11.170 3.209  0.12
109 H -2.641 9.111 4.170  0.07
110 H -2.347 10.693 4.902  0.08
111 H -1.087 9.445 4.917  0.08
112 H -3.112 7.637 2.165  0.10
113 H -3.180 8.222 0.496  0.09
114 H -3.320 9.366 1.821  0.07
115 O 4.567 -4.067 -4.947  0.09
116 C 3.830 -4.895 -4.484  -0.51
117 O 4.320 -6.143 -4.284  -0.01
118 C 3.580 -7.152 -3.599  -0.25
119 C 2.614 -7.869 -4.521  -0.06
120 C 2.380 -4.622 -4.193  0.02
121 H 3.080 -6.736 -2.723  0.11
122 H 4.329 -7.852 -3.229  0.12
123 H 1.864 -7.188 -4.923  0.06
124 H 2.103 -8.672 -3.987  0.08
125 H 3.153 -8.297 -5.367  0.08
126 H 1.806 -4.719 -5.118  0.06
127 H 2.281 -3.603 -3.821  0.08
128 H 1.947 -5.275 -3.439  0.07
129 O 0.836 -5.068 -6.805  0.09
130 C 0.239 -4.535 -7.700  -0.50
131 O 0.940 -3.991 -8.710  0.01
132 C 0.331 -3.469 -9.891  -0.24
133 C -0.138 -2.041 -9.703  -0.06
134 C -1.265 -4.398 -7.669  0.02
135 H -0.470 -4.126 -10.234  0.11
136 H 1.111 -3.504 -10.650  0.12
137 H -0.907 -1.967 -8.934  0.07
138 H -0.544 -1.648 -10.635  0.08
139 H 0.695 -1.412 -9.389  0.08
140 H -1.520 -3.543 -7.043  0.10
141 H -1.677 -5.298 -7.220  0.09
142 H -1.725 -4.276 -8.646  0.07
143 O 4.537 3.146 2.420  0.12
144 C 5.409 3.457 3.176  -0.52
145 O 5.858 2.543 4.065  0.00
146 C 6.993 2.758 4.901  -0.24
147 C 6.633 3.518 6.161  -0.07
148 C 5.964 4.865 3.212  0.01
149 H 7.799 3.238 4.343  0.11
150 H 7.344 1.760 5.161  0.12
151 H 6.258 4.517 5.935  0.07
152 H 7.504 3.616 6.810  0.08
153 H 5.848 2.992 6.704  0.08
154 H 5.291 5.487 3.801  0.09
155 H 5.989 5.241 2.193  0.09
156 H 6.970 4.943 3.618  0.06

Its total energy is -81029.825 eV. The HOMO energy comes out at -3.770 eV. The gap between HOMO and LUMO is 5.77 eV. The total charge is -1.